Record 1
Density functional theory data (ωB97M-V/def2-TZVPD) for C36H61ClNO6PSeV as an isolated structure at a distorted geometry.

Geometry (Å):
H -6.9044 0.7943 1.3779
H 4.0927 -2.3368 2.7143
H -2.9018 4.1081 -3.1638
C 2.8795 -3.0114 -1.4116
H -2.3602 1.8468 -5.3898
H 2.4579 -2.2659 -2.0885
H 3.3919 -2.4997 -0.6003
C 2.8900 2.9777 -2.6324
H -1.6213 4.1735 -4.3897
C -5.9907 2.8996 -0.1078
C -3.1716 -5.1483 0.2522
H -2.7880 0.5671 -4.2417
C 3.2777 4.0038 4.1829
H -0.3836 -5.0381 0.0693
H 5.9067 2.0845 0.4341
C -2.7164 1.6479 -4.3767
C -1.6892 1.0382 0.2990
O 3.2626 3.5157 1.4949
C 5.1179 -0.0748 -0.9043
P 2.5818 4.3153 2.5534
C -6.1570 0.6488 -1.1905
H -0.2124 2.1384 -4.8604
H -5.7882 3.3781 -1.0686
Se -0.3736 0.4599 1.5653
O 3.1039 0.8030 2.5456
H -5.4411 -0.1981 1.3229
H 3.2185 2.9271 4.3468
H -3.5344 -4.3817 -0.4361
C 2.7094 6.0863 2.2214
C 1.2039 -4.7177 -2.0469
H -5.5134 3.4954 0.6734
H 3.7600 6.3156 2.0416
O 4.4457 1.1670 -0.7380
H 2.1497 6.2811 1.3050
C -1.4605 -3.5377 1.1171
C -0.3797 -1.4103 1.0805
H -2.4303 -5.7502 -0.2761
C 4.9630 -1.8350 2.2970
H -7.2315 0.5911 -0.9979
C 0.6889 -1.8474 0.2762
H 2.3255 6.7156 3.0259
H -1.1993 -6.1259 1.9540
C -3.0299 1.0683 0.6341
H 0.5069 -5.4972 -1.7357
H 4.7332 3.1342 -0.3427
H -3.7199 2.0700 -4.3005
H 6.4658 -1.3749 0.1462
C -0.3258 1.8966 -3.7993
H 0.6494 2.9988 3.1043
H -3.3651 -3.3300 3.1809
V 1.5936 0.8750 0.1720
C -3.4344 1.8466 -1.5588
C 2.4857 -4.9185 0.1110
H 2.0060 -5.1987 -2.6123
C 5.6478 -0.6785 0.3793
H -1.2128 4.2587 -2.6662
H 0.4236 2.4570 -3.2488
H -4.1390 2.2176 -2.2939
H 5.7986 -2.5435 2.2317
H 3.5747 3.7532 -2.9372
H 0.4177 3.9692 1.6376
H 2.7610 4.5437 4.9775
H -0.1306 0.8326 -3.6635
H -2.2034 -1.7756 2.1156
C 0.8097 3.9799 2.6568
H -6.0180 1.1036 -2.1727
C -1.7446 2.2664 -3.3547
H 1.7878 -5.6634 0.4986
H 0.6736 -4.0377 -2.7176
H 4.3281 4.2939 4.1531
C -5.8198 0.8252 1.2599
C -2.0147 -5.5835 2.4365
C -2.5831 -4.4970 1.5122
H 3.3059 -5.4413 -0.3893
H 5.2508 -1.0097 2.9577
H -2.7913 -6.3038 2.7081
C 0.6837 -3.2183 -0.0842
H -5.7562 -0.3665 -1.2307
C -3.7143 -3.7747 2.2460
H 2.8959 -4.3655 0.9591
O 0.1352 1.1884 -1.1654
H -4.0076 -5.8005 0.5180
C 5.3338 2.2422 -0.4819
C -5.4621 1.4585 -0.0860
C -0.3870 -3.9909 0.3479
H 6.0288 2.3661 -1.3215
H -7.0716 2.9130 0.0569
C -1.4254 -2.2111 1.5020
C -2.0943 1.7934 -1.9331
H -5.4076 1.3988 2.0934
C -1.8815 3.7959 -3.3962
H -1.6226 -5.1344 3.3519
C -1.1606 1.3397 -0.9669
H 6.0514 0.1001 1.0390
H 0.2884 4.7409 3.2391
H 3.6104 -3.6067 -1.9669
O 1.6151 -0.9800 -0.0826
H 4.3810 -0.7635 -1.3163
C -3.9525 1.4570 -0.3229
H -4.5062 -4.4862 2.4887
H -3.3222 0.7852 1.6377
H 3.0061 1.9585 -2.9623
Cl 2.1144 3.2113 -1.1377
N 2.5673 0.8540 1.4988
O 4.5995 -1.3593 1.0233
H -4.1446 -2.9856 1.6236
H 5.9411 0.0469 -1.6187
C 1.7979 -3.9442 -0.8616

Output
HOMO (alpha / beta): -7.1 / -7.1 eV
frontier orbital gap (alpha / beta): 7.15 / 6.90 eV
energy relative to the best compared isomer or geometry (same formula, charge and spin): 67.3 kcal/mol
calculated total energy: -164940.234 eV
2S+1: 2
net charge: 0


Record 2
Density functional theory data (ωB97M-V/def2-TZVPD) for a 6-piece molecular cluster, C36H61FO17S overall at a distorted geometry.

Geometry (Å):
H -7.2818 -1.0931 -0.8938
C -1.8950 1.6767 -0.3467
H 3.5539 1.2874 -2.6442
H 4.3513 -2.9651 5.4033
O 7.0855 2.0514 -3.5389
H -4.4475 3.2318 -1.9346
C 3.6290 2.9553 -5.0027
H 7.9930 -0.3647 -1.5535
C -4.1965 2.5420 0.0237
C 5.6497 -4.0113 -1.0737
H 10.6739 -0.5475 -4.2265
O 4.4459 -1.9009 -1.0894
C -7.5536 1.8240 0.7420
C 7.8181 1.2497 -3.0282
C 3.8767 3.5587 -3.6368
H -9.0373 2.3302 2.1296
H 3.1551 1.9765 -4.9290
O -5.6808 -4.7309 -0.7870
H 7.0196 -0.7284 -2.9958
O -5.8985 1.2014 -2.1023
C 3.4666 -2.7231 5.9922
H -2.5327 -0.0900 0.7578
H 2.7543 -3.5362 5.8534
C -8.6702 1.5638 1.4773
H 2.9603 3.5945 -5.5799
C -4.7205 3.5490 -0.9398
C 5.4139 -2.6798 -0.3898
H -2.2263 4.2203 -0.8320
H 4.5679 2.9631 -3.0422
H -3.8965 -3.0074 0.1567
H 4.3288 4.5421 -3.7492
H 5.1426 -2.7952 0.6607
H -4.4501 -5.6712 -2.0680
O -1.3822 -0.5783 -0.8067
H 0.4049 -0.1393 0.7591
H -4.2873 4.5211 -0.7752
H -4.1895 -6.7508 0.1446
C -5.7997 1.1223 -0.9161
C -3.6269 -5.8483 -0.0986
H -3.5242 -5.2720 0.8209
C 10.3648 -0.7176 -3.1957
O -4.3839 2.5113 3.6776
C -2.0095 4.0020 0.2029
C 10.1151 0.6060 -2.5021
C 2.0438 2.8159 -2.2168
H -0.2265 1.3599 1.4995
C -8.7787 -0.5802 0.5200
H -10.1342 0.1490 1.9751
O -7.1119 -3.3541 0.1407
C 1.4299 -1.8640 3.6495
C 7.2923 0.0442 -2.2783
H -2.3116 1.5584 -1.3320
O 2.5830 -1.3848 4.1512
S -4.1638 1.9199 2.4233
O 2.6512 3.7819 -2.9266
O -4.9146 2.7487 1.3015
H 5.9492 -3.8530 -2.1098
C -2.2579 5.3042 1.0122
H -0.5164 -2.4562 4.2399
H -3.6552 6.6180 1.8800
H 2.2262 -3.9717 -0.8826
C -3.5764 5.5520 1.6959
H -1.4875 5.4075 1.7634
H 6.4061 0.3446 -1.7240
H -0.9009 2.0708 -0.5104
H 3.1811 -3.6365 0.5773
C 0.5081 -2.6759 4.5304
H -7.0721 2.7780 0.8411
C -4.8543 -2.9180 0.6552
H 11.1463 -1.2768 -2.6810
O -2.7171 2.2547 1.8684
H 4.5688 2.8443 -5.5431
C -2.7315 2.7037 0.5047
C -7.0267 0.8770 -0.0878
H 3.6365 -0.6106 5.6781
H 11.0256 1.2016 -2.5111
C -0.4450 0.3413 1.2072
C -1.6633 0.3254 0.2916
O -4.4278 0.5298 2.3780
H 6.3304 -2.0927 -0.4144
C 2.5309 -3.1990 -0.1778
O 9.1459 1.3968 -3.1925
H 6.4325 -4.5715 -0.5619
H 1.6571 -2.8032 0.3337
H -9.2815 -1.5214 0.4225
H -3.7948 -4.1643 -1.4639
H 0.7060 -3.7336 4.3616
O 1.0959 3.1105 -1.5335
O 1.1870 -1.6840 2.4876
C 3.1173 -2.0358 -0.9327
H 2.0221 -1.0993 6.1350
O -4.5354 1.2228 -0.3373
H -4.7682 -3.2817 1.6792
H 9.4653 -1.3324 -3.2262
H -0.9465 3.8423 0.2319
H -2.1070 6.1262 0.3233
H 3.7441 -2.6857 7.0454
C -9.2696 0.3479 1.3742
C -4.3449 -5.0600 -1.1729
H -5.7892 3.6453 -0.8459
C 2.5123 1.3860 -2.3471
H -4.4568 5.2790 1.1330
H -2.6324 -6.1323 -0.4385
H -5.1124 -1.8633 0.6835
H 0.5966 -2.4591 5.5916
H 1.8820 0.8702 -3.0677
H -0.5289 -0.3278 -1.1702
H 9.8333 0.4805 -1.4555
H -0.6916 -0.1664 2.1245
H 4.7456 -4.6193 -1.0897
O 2.3966 -1.2299 -1.4577
C 2.8925 -1.3937 5.5476
C -7.6595 -0.3553 -0.2200
C -5.9661 -3.6580 -0.0262
F -3.5728 4.9692 2.9384
H 2.4092 0.9144 -1.3854

Output
HOMO: -9.1 eV
frontier orbital gap: 9.31 eV
calculated total energy: -86680.144 eV
net charge: 0
SMILES: C[C@H](O)C[C@]1(CCCF)OS(=O)(=O)O[C@]1(C)OC(=O)c1ccccc1.CCOC(C)=O.CCOC(C)=O.CCOC(C)=O.CCOC(C)=O.CCOC(C)=O